The molecule C24H23N5O5 in a non-equilibrium geometry, computed with ωB97M-V with the def2-TZVPD basis set.

Positions of all 57 atoms, in Å:
1 O 2.96840 0.34203 -1.88717
2 O 1.61446 2.72059 -0.69265
3 O 1.31364 -3.63900 -0.52488
4 O -4.38403 0.97607 -0.99948
5 O 0.32208 2.77448 -2.53268
6 N -2.25936 -1.83560 1.00045
7 N -0.24559 -0.89731 0.40884
8 N -4.31573 -0.92530 0.27366
9 N 1.81511 -0.00596 0.02782
10 N 6.01526 2.13995 1.66246
11 C 4.88989 1.74825 2.23636
12 C -4.25868 -2.90643 1.64426
13 C -0.12863 1.15705 -0.85662
14 C 0.54911 0.08687 -0.15832
15 C -3.43252 -3.90696 2.37893
16 C 1.31014 -2.92175 -1.74071
17 C 3.96165 1.02354 0.16629
18 C -3.68800 0.16509 -0.43086
19 C -5.67487 -0.98950 0.24196
20 C 0.26422 -3.34980 0.35273
21 C -1.48342 1.15350 -0.98089
22 C 2.40463 3.79828 -1.20240
23 C 1.72203 5.14093 -0.98984
24 C -5.62256 -2.95047 1.60017
25 C 0.38356 -2.00679 1.10446
26 C 0.62380 2.28451 -1.47642
27 C 5.14529 1.43286 -0.44055
28 C 3.83178 1.18519 1.54162
29 C -1.60046 -0.86552 0.35451
30 C -2.25702 0.14919 -0.35932
31 C -3.57145 -1.85894 0.95663
32 C -6.34730 -1.97492 0.88485
33 C 6.13747 1.98151 0.35484
34 C 2.86307 0.47243 -0.68032
35 H 2.38003 5.93720 -1.32529
36 H -4.06133 -4.65418 2.85351
37 H 3.34565 3.74099 -0.65100
38 H -2.83053 -3.40578 3.13380
39 H 0.79773 5.18329 -1.56046
40 H 7.07580 2.31534 -0.06907
41 H -0.70306 -3.38553 -0.16955
42 H 0.31333 -2.92627 -2.19788
43 H -1.98809 1.93161 -1.53410
44 H -6.15491 -3.73643 2.11368
45 H 2.58518 3.62408 -2.26761
46 H 2.92673 0.88261 2.04461
47 H 1.49712 5.28584 0.06435
48 H 0.29371 -4.15389 1.09246
49 H 2.00882 -3.43675 -2.39718
50 H -7.42292 -2.00962 0.84758
51 H 4.83841 1.89850 3.30734
52 H -2.74248 -4.39265 1.69247
53 H 5.26345 1.31732 -1.50689
54 H -0.10533 -2.10894 2.07453
55 H 1.43818 -1.75936 1.23069
56 H 1.64495 -1.89022 -1.61443
57 H -6.14520 -0.20122 -0.32766

The total energy is -42950.2940 eV. The value obtained for the frontier orbital gap is 7.61 eV. The net charge is 0. The maximum force comes out at 1.0 eV Å⁻¹. The HOMO energy comes out at -8.5 eV. As for the LUMO energy: -0.86 eV. For the relative energy (zero: lowest compared OMol25 entry of this formula, charge and spin), the calculation gives 0.398 eV.

***

A structure of composition C24H23N7O2OsS, computed with ωB97M-V with the def2-TZVPD basis set.

Positions of all 58 atoms, in Å:
1 Os -0.16461 -0.84547 -0.48937
2 S 0.78540 1.47647 -0.56978
3 O -0.39202 -4.98489 -0.51900
4 O 0.16200 -0.59588 1.38441
5 N 0.00528 3.90844 -0.00707
6 N -2.24394 -0.34915 -0.46108
7 N -0.77026 -2.65266 -0.71889
8 N -4.23454 0.35282 0.05615
9 N 2.20437 -1.59553 0.95941
10 N 0.50293 -0.76840 -2.42909
11 N 1.74627 -1.40328 -0.31488
12 C -1.51349 2.83477 -1.43125
13 C -0.54553 -3.84162 -0.59892
14 C -4.40771 -0.54632 -0.96910
15 C -0.33842 2.78359 -0.67693
16 C 2.95066 -1.75831 5.11032
17 C 2.31549 -1.37449 -3.85755
18 C 2.46978 -1.62271 -1.36165
19 C 1.31419 -1.16466 1.80570
20 C 1.53793 -1.21466 3.24500
21 C -2.92546 0.45550 0.34769
22 C -3.16778 -0.98354 -1.28146
23 C 2.74731 -1.70349 3.74481
24 C -1.85073 5.13081 -0.76833
25 C 3.86132 -2.14136 -1.33530
26 C 1.58208 -0.96395 -4.95795
27 C 0.53651 -0.79138 4.12125
28 C -0.19692 -0.35736 -3.49424
29 C 1.95321 -1.33304 5.98018
30 C 0.74786 -0.85117 5.48678
31 C -2.41332 1.27230 1.48203
32 C -0.69728 5.06295 -0.04325
33 C 1.75873 -1.26780 -2.59476
34 C -2.25985 3.99165 -1.47279
35 C 0.30677 -0.44565 -4.77377
36 H -1.18924 0.02210 -3.29193
37 H 3.88520 -2.13609 5.50119
38 H 2.00059 -1.04565 -5.95193
39 H 3.51447 -2.03535 3.05963
40 H -1.80616 1.96107 -1.99362
41 H 3.91482 -3.10746 -1.84130
42 H -0.29330 -0.12037 -5.61117
43 H 3.31329 -1.77334 -3.97066
44 H -3.16218 4.02659 -2.06957
45 H -0.29681 5.88909 0.52611
46 H -5.37537 -0.79966 -1.36334
47 H -2.45521 2.33700 1.24955
48 H -4.97415 0.82433 0.55208
49 H -2.41547 6.05023 -0.79783
50 H 2.11483 -1.38147 7.04875
51 H 0.85632 3.86132 0.54335
52 H -1.39216 0.99605 1.72552
53 H -0.40299 -0.42636 3.73012
54 H -2.86926 -1.71540 -2.00997
55 H -0.02672 -0.52875 6.16890
56 H 4.53087 -1.45392 -1.85504
57 H -3.03267 1.10460 2.36373
58 H 4.19508 -2.26110 -0.30993

The total energy is -53077.4117 eV. The value obtained for the frontier orbital gap (alpha / beta) is 6.13 / 6.16 eV. The net charge is +2. The maximum force comes out at 0.7 eV Å⁻¹. The HOMO energy (alpha / beta) comes out at -13.8 / -13.8 eV. As for the LUMO energy (alpha / beta): -7.66 / -7.63 eV. For the relative energy (zero: lowest compared OMol25 entry of this formula, charge and spin), the calculation gives 0.000 eV.

***

A cluster of 2 separate species, C24H23NO in total in a non-equilibrium geometry, computed with ωB97M-V with the def2-TZVPD basis set.

Positions of all 49 atoms, in Å:
1 O -1.18535 3.11000 1.81963
2 N -4.97749 3.12579 3.99188
3 C -3.37523 0.38577 -4.16698
4 C -5.96486 5.56621 1.34505
5 C -4.34940 1.80951 2.26082
6 C 1.52692 2.48598 -0.39503
7 C 2.62965 0.22791 2.42897
8 C -3.47490 0.43231 -2.68103
9 C 0.65024 1.70544 2.11649
10 C -3.87095 0.98276 4.66533
11 C -5.30711 3.82298 2.82660
12 C -4.93105 3.02595 1.73020
13 C -2.41825 0.40927 -0.51940
14 C -4.38801 1.94217 3.66815
15 C -3.67853 0.79614 1.54754
16 C -0.13171 2.63920 1.37001
17 C -5.82653 5.10418 2.63255
18 C -5.58485 4.78076 0.25424
19 C 2.25965 1.58275 0.36425
20 C -4.70623 0.61332 -2.05967
21 C -4.80298 0.72361 -0.69392
22 C -3.65130 0.64242 0.11948
23 C 0.35828 3.00794 0.08168
24 C 1.82154 1.18447 1.62675
25 C -2.33779 0.32932 -1.88568
26 C -5.05883 3.52650 0.43370
27 H -0.21873 3.70859 -0.49356
28 H 2.11106 -0.06596 3.34188
29 H 3.18348 1.18059 -0.01451
30 H -4.06260 -0.34743 -4.59200
31 H -4.70812 2.95149 -0.40044
32 H -2.36779 0.11783 -4.48858
33 H -5.58961 0.65582 -2.67229
34 H 3.58192 0.67610 2.71461
35 H -6.07316 5.71329 3.48490
36 H -3.15995 1.47349 5.33198
37 H -1.38317 0.18785 -2.36077
38 H -2.98351 0.19216 2.10793
39 H -6.34704 6.55881 1.17508
40 H -5.76454 0.85282 -0.22700
41 H -4.69397 0.58410 5.25934
42 H 2.83356 -0.67723 1.85619
43 H 0.30383 1.42064 3.08985
44 H -3.61290 1.35992 -4.59662
45 H -1.52798 0.37497 0.08546
46 H -5.68762 5.17171 -0.74292
47 H 1.88837 2.77985 -1.36709
48 H -5.08543 3.50616 4.93394
49 H -3.36132 0.14277 4.19371

The total energy is -28796.6884 eV. The value obtained for the frontier orbital gap is 3.28 eV. The net charge is 0. The maximum force comes out at 2.8 eV Å⁻¹. The HOMO energy comes out at -5.3 eV. As for the LUMO energy: -2.02 eV. For the relative energy (zero: lowest compared OMol25 entry of this formula, charge and spin), the calculation gives 0.000 eV.

***

A cluster of 2 separate species, C24H23NO4S in total in a non-equilibrium geometry, computed with ωB97M-V with the def2-TZVPD basis set.

Positions of all 53 atoms, in Å:
1 S -0.83872 0.72002 2.49266
2 O -0.72121 1.04245 1.09323
3 O 2.38969 -1.41107 2.66950
4 O 2.27291 0.60297 1.56408
5 O -1.24193 1.72337 3.46116
6 N 3.52660 2.50695 4.20765
7 C 3.60872 -1.66518 1.94044
8 C 5.15084 3.07046 2.34678
9 C 5.71974 1.82247 4.36293
10 C 7.40770 2.16194 2.70368
11 C 4.78811 2.49472 3.54943
12 C 4.60977 0.52035 7.72914
13 C 2.41704 3.01541 3.70423
14 C 5.50090 0.73065 6.67056
15 C -2.59118 -1.18309 1.35948
16 C 7.02331 1.62159 3.93469
17 C 3.70207 1.87548 5.47516
18 C 0.52696 -0.13971 3.03862
19 C -2.95594 -0.61094 3.67317
20 C 1.20210 3.28236 4.46550
21 C 6.48228 2.88790 1.92552
22 C 4.39463 -2.73189 2.67489
23 C -3.71452 -2.02233 1.39362
24 C -2.21410 -0.45769 2.50201
25 C -4.07087 -1.45663 3.71066
26 C 3.28656 0.99956 7.65668
27 C -4.44984 -2.16839 2.57144
28 C 2.81384 1.67999 6.51897
29 C 1.77506 -0.23063 2.31927
30 C 5.04437 1.43356 5.56803
31 H 2.50934 3.42289 2.69621
32 H 0.27595 -0.96416 3.69727
33 H 1.39862 3.79208 5.41452
34 H 4.72404 -2.36775 3.66015
35 H 0.62476 3.95917 3.81869
36 H 4.94668 -0.01603 8.61553
37 H -4.63870 -1.54185 4.63491
38 H 0.55025 2.41272 4.63976
39 H 4.41262 3.63318 1.78312
40 H -2.66222 -0.05803 4.55822
41 H -4.01730 -2.55998 0.49472
42 H 6.52945 0.36991 6.65424
43 H 6.81078 3.31055 0.97508
44 H 8.42880 2.02322 2.35095
45 H 3.36842 -2.02216 0.92705
46 H -5.31668 -2.83124 2.60441
47 H 7.68466 1.04247 4.57981
48 H -2.01822 -1.09382 0.44349
49 H 4.21060 -0.74847 1.87980
50 H 3.81843 -3.66018 2.81800
51 H 1.80233 2.05458 6.44331
52 H 5.29562 -2.98774 2.09906
53 H 2.61074 0.83564 8.49707

The total energy is -45773.9232 eV. The value obtained for the frontier orbital gap is 4.84 eV. The net charge is 0. The maximum force comes out at 2.1 eV Å⁻¹. The HOMO energy comes out at -6.7 eV. As for the LUMO energy: -1.84 eV. For the relative energy (zero: lowest compared OMol25 entry of this formula, charge and spin), the calculation gives 3.212 eV.